Formula: C22H38P2Ru
Source: OMol25
Level of theory: ωB97M-V with the def2-TZVPD basis set

XYZ file:
```
63
Properties=species:S:1:pos:R:3:forces:R:3:mulliken_charge:R:1
P 0.3229 -1.9033 -2.3055 -4.4 -3.0 -3.0 0.4289
P 0.5669 1.8546 -1.5933 -3.7 1.5 -4.8 1.2208
C -0.1309 -0.4172 -3.1562 2.3 -0.4 -0.8 -0.1983
C 0.8910 0.6845 -3.0021 0.3 0.4 0.0 -1.3841
H -1.4220 -0.1093 -2.6470 -0.4 0.4 0.0 -0.7922
H -0.3589 -0.6359 -4.2083 -0.1 0.1 0.4 0.8845
H 1.9171 0.2878 -2.8685 -0.4 0.1 -0.2 0.3117
H 0.8732 1.3019 -3.9120 0.3 -0.1 0.4 0.6374
C 0.0801 3.2942 -2.6320 0.6 0.5 0.0 -1.4557
H 0.0893 4.2036 -2.0230 -0.1 0.0 -0.1 0.4367
H -0.9205 3.1805 -3.0757 0.4 -0.2 0.3 0.3545
H 0.7995 3.4077 -3.4489 0.0 0.3 0.2 0.5391
C 2.0548 2.3835 -0.7801 0.5 -0.2 1.0 -1.0062
H 2.5414 3.1082 -1.4443 -0.3 -0.1 0.0 0.4625
H 2.7326 1.5405 -0.6163 -0.2 0.1 0.2 0.4007
H 1.8274 2.8577 0.1805 0.1 -0.1 -0.1 0.2639
C -0.6524 -3.1030 -3.3066 0.7 0.1 -0.3 -1.6404
H -0.6103 -4.0969 -2.8416 0.0 0.2 -0.2 0.4569
H -0.2329 -3.1435 -4.3143 -0.1 -0.3 0.0 0.5046
H -1.6956 -2.7676 -3.3643 0.3 -0.1 0.1 0.4555
C 1.9848 -2.5523 -2.4418 1.0 0.3 0.4 -1.0059
H 2.7420 -1.7516 -2.4365 -0.2 -0.4 0.2 0.4146
H 2.0585 -3.0809 -3.4113 -0.2 0.3 0.5 0.4161
H 2.1912 -3.2721 -1.6312 -0.1 0.3 -0.3 0.3897
Ru 1.8020 0.5687 2.5932 1.6 1.7 -2.1 0.4356
C -1.3743 1.4567 -1.2256 3.9 -1.8 4.3 -1.1372
C -2.1934 0.6837 -2.1363 -0.5 0.3 -0.7 0.2077
C -3.3613 -0.0315 -1.4695 0.0 -0.5 0.5 -1.1020
C -3.1333 -1.1902 -0.4013 -1.9 1.2 -0.2 -0.4926
C -2.1594 -2.2076 -0.7384 -0.4 -1.0 -0.5 -1.2895
C -0.7513 -2.0097 -0.8489 3.6 1.5 1.4 0.0976
C -0.1193 -0.6607 -0.2332 -0.2 -2.4 1.1 1.1174
C -0.9321 0.5527 0.0026 -0.6 1.8 0.5 -1.2023
C 1.1747 -1.2616 2.6020 -1.0 -1.4 0.7 -1.5369
H -1.7902 2.3755 -0.8487 -0.1 0.5 -0.1 0.7432
H -2.5737 1.3485 -2.8966 -0.2 -0.2 -0.8 0.6667
H -3.9464 -0.4274 -2.3081 -0.1 0.0 0.4 0.5399
H -3.9571 0.7346 -0.9561 -0.1 -0.1 -0.2 0.3204
H -3.0268 -0.7532 0.6253 0.1 -0.5 -0.9 0.2690
H -4.1188 -1.6767 -0.3421 0.3 0.1 -0.1 0.4566
H -2.4440 -3.2576 -0.6971 -0.2 0.3 -0.1 0.5407
H -0.2943 -2.8999 -0.3683 0.1 0.4 0.3 0.9307
H 0.8496 -0.3977 -0.6949 0.0 0.0 -0.2 0.1214
H 0.2410 -1.0641 0.7126 -0.2 0.8 0.1 -1.8312
H -1.7454 0.3613 0.6774 -0.1 0.0 0.2 1.7076
H -0.2365 1.1627 0.5899 -0.2 0.0 0.2 0.2352
H 1.4275 -1.7195 3.5665 -0.2 -0.1 -0.3 0.4208
H 1.7719 -1.7839 1.8292 -0.3 -0.1 -0.1 0.3831
H 0.0847 -1.3351 2.4790 0.3 -0.6 -0.1 0.2404
C 0.1929 2.0193 2.6340 -0.2 -0.5 0.5 -0.9381
C 0.5269 1.5052 3.9371 0.4 1.2 0.9 0.8032
C 1.9141 1.7043 4.3483 -0.9 -0.7 -0.2 -0.8149
C 2.5297 0.5332 4.8536 0.3 0.9 0.4 -0.3356
C 1.7173 -0.4060 5.5307 0.1 -0.5 0.3 -0.5312
C 0.3234 -0.3080 5.4930 -0.5 -0.1 0.6 -0.3749
C -0.2809 0.6217 4.6741 -0.9 -0.2 0.3 -0.6652
H -0.8369 1.8625 2.3077 0.2 0.0 0.2 0.3936
H 0.5532 3.0112 2.3900 0.3 0.2 -0.2 0.3794
H 2.3941 2.6144 4.0273 0.6 0.1 0.0 0.4500
H 3.6235 0.4444 4.8215 -0.5 0.2 0.6 0.4625
H 2.1831 -1.2082 6.1100 -0.1 0.2 -0.3 0.4168
H -0.3124 -0.9664 6.0959 0.5 0.2 -0.2 0.3871
H -1.3707 0.7334 4.5442 0.6 -0.5 0.2 0.4299
```
Forces are in eV/Å.

## Properties
Expectation value of S² = 6.0681
HOMO-LUMO gap (spin up / spin down) = 5.0 / 5.4 eV
Spin multiplicity = 5
Charge = +2
Relative energy (zero: lowest compared OMol25 entry of this formula, charge and spin) = 5.8287 eV
DFT total energy = -1637.67097 Ha
Max |F| = 6.20 eV/A